17
Properties=species:S:1:pos:R:3:forces:R:3:lowdin_charge:R:1 method="wB97M-V/def2-TZVPD" homo_lumo_gap_ev="3.67 / 6.96" multiplicity=2 lumo_energy_ev="4.0 / 4.0" e_tot_ev=-7418.0637 charge=-1
C 0.639492 1.296944 -0.910682 0.48 0.25 -0.48 -0.274
C 1.929392 1.793663 -0.840146 -0.01 0.26 -0.48 -0.112
C 0.961189 -1.165483 -1.404786 0.19 -0.54 0.31 -0.066
C 0.276775 -0.076625 -0.898044 -0.24 -0.42 0.18 -0.453
C -0.847302 -0.328828 0.034154 -0.76 1.65 0.86 -0.143
C -0.774606 -0.609707 1.344377 0.41 -1.49 -0.44 -0.191
C -1.960426 -0.774648 2.269565 0.12 0.92 -0.49 -0.147
H -0.158370 2.040613 -0.975450 -0.12 -0.16 0.61 0.069
H 2.105819 2.860107 -0.733294 -0.06 -0.01 -0.20 -0.021
H 2.805650 1.175309 -0.982976 -0.02 -0.18 0.26 -0.010
H 0.690016 -2.157886 -1.049165 -0.05 0.07 -0.15 -0.001
H 1.751677 -1.137583 -2.142069 0.13 0.37 0.08 -0.002
H -1.828241 0.128711 -0.203552 0.07 -0.39 -0.48 0.099
H 0.187291 -0.922743 1.753508 -0.01 0.14 -0.04 0.090
H -2.846745 -1.101879 1.724246 0.04 -0.26 0.11 0.056
H -2.229727 0.205902 2.683589 0.01 -0.08 0.28 0.056
H -1.720607 -1.444585 3.089742 -0.18 -0.15 0.07 0.049

=====

67
Properties=species:S:1:pos:R:3:forces:R:3:lowdin_charge:R:1 method="wB97M-V/def2-TZVPD" homo_lumo_gap_ev="9.12 / 4.69" multiplicity=2 lumo_energy_ev="1.8 / -2.4" e_tot_ev=-62971.3791 charge=-1
Tl -2.803779 -2.053108 -0.470709 1.29 0.62 0.47 1.251
B -0.876934 -3.294691 -2.441955 -1.15 2.22 -0.10 -0.426
H -0.215456 -3.918198 -3.023267 2.20 -3.37 -2.10 -0.001
H -1.034995 -3.767202 -1.484885 -0.24 -2.46 4.39 -0.067
H -0.370278 -2.347990 -2.335721 1.79 3.50 0.65 -0.072
H -1.821885 -3.092169 -2.921861 -3.59 0.54 -2.54 -0.074
B -4.371655 -0.783579 1.816742 1.72 -0.45 -0.05 -0.419
H -5.042011 -0.204207 2.432527 -2.92 2.24 2.12 -0.028
H -4.960918 -1.287447 1.066326 -3.14 -2.56 -3.16 -0.077
H -3.708121 -0.134854 1.266183 2.72 3.08 -1.89 -0.105
H -3.759971 -1.485716 2.361803 1.93 -2.56 2.12 -0.082
B -0.416743 -0.246751 0.229605 0.23 -0.68 -0.04 -0.491
H 0.006701 -0.901152 0.975729 1.48 -2.58 2.87 -0.052
H -1.436026 0.012911 0.470167 -4.34 1.01 1.19 -0.080
H 0.136519 0.679560 0.220099 1.97 3.60 -0.26 -0.055
H -0.372520 -0.737656 -0.730236 0.37 -1.79 -3.88 -0.073
C 2.115960 1.290300 -1.897834 -0.62 1.25 -1.14 -0.094
C 2.259539 0.150663 -2.859999 -0.26 -0.84 0.68 -0.266
O 3.126925 -0.782000 -2.156370 -0.67 1.31 -0.05 0.122
C 3.573200 -0.139790 -1.026145 3.11 -2.62 1.93 -0.506
O 4.342470 -0.664455 -0.195818 -2.74 1.69 -2.77 0.105
O 3.153854 1.107418 -0.990385 0.15 0.24 1.56 0.104
F 2.813111 0.550134 -4.037604 0.21 -0.40 0.00 0.066
H 1.108066 1.297052 -1.482854 0.25 -0.24 0.73 0.103
H 2.271749 2.259337 -2.371955 0.07 -0.11 -0.23 0.142
H 1.285119 -0.316708 -3.002008 0.29 -0.41 -0.56 0.165
C -1.291907 3.166904 -3.033243 -0.10 -0.91 0.30 -0.006
C -0.916771 2.635986 -4.429169 -2.30 -0.94 1.48 -0.266
O -1.589287 1.335918 -4.428737 0.86 1.05 -0.92 0.126
C -1.951423 0.979192 -3.172583 -0.76 -3.25 0.20 -0.552
O -2.376774 -0.127124 -2.863728 0.68 2.52 -0.92 0.095
O -1.760698 1.961808 -2.340223 0.37 2.10 0.72 0.077
F 0.404147 2.482294 -4.412408 1.19 -0.47 -0.69 0.088
H -2.066009 3.931226 -2.964786 0.03 -0.13 -0.21 0.137
H -0.364821 3.485955 -2.556990 -0.24 0.11 0.20 0.134
H -1.245198 3.208270 -5.296772 0.12 -0.21 0.03 0.168
C 2.621540 0.506809 2.715171 -2.15 -0.40 -0.65 -0.063
C 1.702214 1.560041 3.289849 0.20 0.39 -2.55 -0.345
O 2.406931 2.695250 2.823204 0.72 1.54 -0.36 0.094
C 3.774196 2.384301 2.717133 0.51 3.88 1.84 -0.523
O 4.741166 3.147022 2.752016 -2.97 -1.43 -0.80 0.120
O 3.844113 1.126252 2.845711 3.23 -3.70 0.37 0.114
F 1.631724 1.652166 4.609032 0.06 -0.40 1.88 0.102
H 2.436933 0.480716 1.641233 -0.53 -0.36 -0.02 0.127
H 2.475805 -0.498309 3.110896 0.84 0.20 0.34 0.149
H 0.688728 1.522608 2.890430 0.18 0.22 -0.15 0.141
C 1.962926 -3.631742 -0.768545 0.91 0.62 -0.31 0.014
N 1.210662 -4.696275 -0.106673 -1.01 0.63 1.23 -0.399
O 0.181794 -4.292690 0.480625 1.95 -2.07 -0.73 0.031
O 1.702817 -5.832284 -0.144703 -1.42 1.39 0.33 0.044
H 2.168133 -3.988064 -1.778012 0.00 0.34 0.09 0.109
H 2.891979 -3.486173 -0.217380 0.17 -0.43 -0.07 0.104
H 1.464564 -2.664543 -0.703278 -0.50 -0.48 -0.29 0.084
C -2.123735 3.088729 0.716435 1.04 1.06 -0.96 0.074
N -0.766625 3.262980 1.408360 0.75 -0.69 -1.15 -0.384
O -0.751318 3.511531 2.592562 0.03 -0.02 -0.18 0.074
O 0.253339 3.090926 0.698177 -2.26 0.63 1.32 0.026
H -2.261368 2.036974 0.465507 0.01 0.05 0.36 0.079
H -1.950914 3.657591 -0.197141 -0.04 -0.35 -0.26 0.070
H -2.952291 3.619331 1.185525 0.38 -0.56 0.79 0.097
C -0.915635 -1.246005 3.701423 -0.56 0.08 -1.15 0.048
N -1.757920 -2.440677 3.462451 -0.27 -2.25 -0.26 -0.417
O -1.812394 -3.000608 2.342699 0.40 1.52 2.00 -0.020
O -2.347178 -2.854007 4.445421 -0.06 0.01 -0.53 0.064
H -0.906731 -0.977405 4.757770 0.04 -0.42 -0.24 0.103
H -1.500418 -0.529298 3.124831 0.52 0.56 -0.10 0.101
H 0.043787 -1.455277 3.228337 -0.12 0.32 0.11 0.089

=====

88
Properties=species:S:1:pos:R:3:forces:R:3:lowdin_charge:R:1 method="wB97M-V/def2-TZVPD" homo_lumo_gap_ev="7.63 / 7.74" multiplicity=2 lumo_energy_ev="-1.3 / -1.3" e_tot_ev=-91857.0394 charge=0
C -3.243893 -2.164375 0.819089 0.93 -0.01 0.21 0.013
C -3.314472 -3.256005 -0.308765 -2.07 0.21 0.32 -0.467
O -4.415601 -3.655467 -0.615058 1.43 0.27 -0.08 0.112
O -2.198442 -3.747864 -0.995711 -0.08 -0.33 1.12 -0.047
C -1.300941 -4.470158 -0.103710 0.39 1.60 0.69 -0.078
C -0.049083 -3.522697 0.141410 0.87 0.48 0.15 -0.111
N 0.427467 -2.857007 -0.941600 0.59 -0.11 3.03 0.175
C 1.495544 -2.009293 -0.657180 0.40 0.26 -0.45 -0.097
C 2.069869 -1.258558 -1.839765 1.55 1.03 1.51 -0.046
C 1.387531 -1.457808 -3.234576 -1.09 0.86 1.24 -0.103
C 1.417796 -0.196240 -4.163819 1.40 -1.41 -1.63 -0.747
O 1.785021 -0.356529 -5.300425 -0.65 0.58 1.27 0.018
Cl 0.967441 1.473377 -3.659275 -0.03 -1.08 0.35 0.643
C 3.232712 -0.380208 -1.617423 -1.18 -1.67 2.02 -0.134
O 3.836794 0.305107 -2.659414 -0.46 -0.94 0.62 -0.106
C 5.116869 -0.175019 -3.088719 1.69 -0.53 -0.98 -0.129
C 5.418519 -1.711304 -3.016968 0.81 -0.98 -0.84 -0.354
C 4.370343 -2.654246 -3.742772 0.17 0.50 -0.70 -0.038
O 5.776128 -2.179820 -1.687774 -0.30 0.13 -0.75 -0.124
C 3.803718 -0.184001 -0.208269 -1.61 -1.78 1.01 -0.101
C 5.001516 0.817617 0.049354 -1.70 1.06 -1.24 -0.681
I 6.801744 -0.139137 0.791372 -0.26 0.12 -0.29 0.946
C 4.516380 2.092910 0.920298 0.09 -1.31 1.40 -0.788
C 5.535109 2.545587 2.032309 -0.71 1.10 0.16 -0.251
I 3.896023 3.740665 -0.388810 0.34 -0.70 0.46 0.787
C 3.212458 -0.935724 0.919141 0.24 0.68 -1.53 -0.082
C 3.793341 -0.804823 2.381966 -0.53 -0.44 -0.26 -0.075
C 2.046562 -1.893673 0.712220 2.15 2.04 -0.60 -0.106
N 1.612550 -2.571325 1.844890 -2.31 -0.98 -3.83 0.187
C 0.571442 -3.370721 1.488983 -0.67 -0.47 0.19 -0.064
C -0.047095 -4.240086 2.657487 1.46 0.38 0.37 -0.296
F -1.318973 -3.828159 3.023655 1.33 -0.78 -0.67 0.091
F -0.044818 -5.604544 2.331991 -0.46 1.98 0.23 0.088
C 0.838030 -4.147872 3.992212 -0.41 -1.41 0.87 -0.439
F 0.252511 -5.055104 4.876999 0.83 1.51 -1.03 0.102
F 2.120290 -4.611952 3.798519 -1.87 1.23 0.22 0.128
F 0.804061 -2.918223 4.577369 0.36 -1.75 -0.94 0.142
H -2.366288 -1.478770 0.670966 -0.84 -0.54 0.10 0.091
H -4.201967 -1.573925 0.867304 1.07 -0.74 -0.41 0.081
H -3.120867 -2.619649 1.846626 -0.06 0.21 -1.22 0.085
H -1.894357 -4.630318 0.845816 1.16 -0.27 -0.94 0.126
H -0.930493 -5.428506 -0.548053 -0.70 0.87 0.20 0.146
H 1.766754 -2.347405 -3.804981 -0.19 1.20 0.46 0.114
H 0.285202 -1.673223 -3.059637 1.25 0.27 0.01 0.130
H 5.206732 0.102614 -4.186246 -0.41 -0.32 1.24 0.150
H 6.006536 0.346075 -2.607950 -1.29 -0.44 -0.10 0.127
H 6.378876 -1.851990 -3.612849 -1.13 0.71 0.39 0.148
H 3.770199 -2.027518 -4.474520 0.57 -0.76 0.89 0.078
H 3.682647 -3.196142 -3.044008 0.74 0.60 -0.52 0.083
H 4.921564 -3.400622 -4.390052 -0.59 0.66 0.92 0.088
H 6.519934 -2.800526 -1.793976 -0.56 0.44 0.14 0.097
H 5.283766 1.275274 -0.944284 -0.09 -0.88 1.19 0.026
H 3.566712 1.795543 1.458377 0.98 0.50 -0.86 0.066
H 5.139471 3.487140 2.527993 0.36 -1.01 -0.68 0.074
H 6.538742 2.806313 1.609414 -0.85 -0.48 0.46 0.058
H 5.591009 1.784923 2.869041 0.19 0.67 -1.21 0.058
H 3.025207 -1.076745 3.162691 0.68 0.23 -1.06 0.079
H 4.138672 0.230168 2.625164 -0.17 -1.03 -0.41 0.042
H 4.649025 -1.528885 2.508795 -0.81 0.84 -0.17 0.067
C -4.047389 2.796635 -1.653815 0.26 0.25 -0.11 -0.030
C -4.800418 2.151341 -0.457375 0.07 0.04 -2.08 -0.471
C -6.147487 2.867916 -0.226540 -0.04 0.13 0.42 -0.140
C -6.006693 4.241858 0.412465 0.03 0.10 0.08 -0.183
C -5.179547 4.158989 1.692854 -0.44 -0.29 -0.21 -0.136
C -3.815214 3.483301 1.474692 1.35 1.70 0.29 -0.490
N -3.925093 2.179072 0.754570 -2.78 -1.20 2.14 -0.056
O -4.392307 1.275159 1.616192 1.16 0.59 -0.96 -0.028
C -2.895458 4.449594 0.695011 -0.05 0.08 -0.37 -0.044
C -3.115082 3.330907 2.840241 -0.22 -0.67 0.08 -0.045
C -5.114088 0.717277 -0.929173 0.08 -0.30 0.72 -0.050
H -4.459841 3.768636 -1.933716 0.09 0.01 0.09 0.078
H -2.983356 2.923849 -1.450900 -0.09 0.02 0.10 0.075
H -4.088975 2.171159 -2.548476 -0.21 -0.02 0.15 0.079
H -6.784874 2.252710 0.418959 0.18 -0.09 0.01 0.125
H -6.681677 2.966910 -1.175784 0.20 -0.17 -0.06 0.125
H -5.556068 4.952185 -0.287309 0.03 -0.05 0.00 0.102
H -6.998126 4.640085 0.648974 0.06 -0.03 -0.05 0.115
H -5.041087 5.165351 2.098841 0.25 -0.11 0.00 0.124
H -5.754754 3.606183 2.444430 0.15 -0.13 -0.05 0.125
H -1.941291 3.974338 0.452973 -0.09 -0.03 0.01 0.091
H -2.671203 5.336159 1.292993 -0.12 -0.16 0.12 0.087
H -3.337088 4.819255 -0.229541 0.03 -0.10 -0.01 0.062
H -3.713227 2.766865 3.558068 0.03 -0.10 -0.19 0.078
H -2.932650 4.309143 3.290852 -0.08 0.04 -0.29 0.085
H -2.148122 2.831914 2.733378 -0.09 -0.01 -0.04 0.089
H -4.195684 0.146765 -1.091231 -0.02 0.06 0.02 0.084
H -5.664125 0.736966 -1.872710 0.13 0.29 0.05 0.090
H -5.740604 0.168333 -0.223784 0.17 0.08 0.09 0.076

=====

9
Properties=species:S:1:pos:R:3:forces:R:3:lowdin_charge:R:1 method="wB97M-V/def2-TZVPD" homo_lumo_gap_ev="8.23 / 8.22" multiplicity=1 lumo_energy_ev="-0.9 / -0.9" e_tot_ev=-27326.2043 smiles="O=NCC(=S)S" charge=0
C 0.748261 -0.203779 0.300354 -2.15 -0.77 -1.07 -1.106
C -0.967775 -0.017106 -0.330938 4.30 -0.60 0.09 -0.187
N -1.602410 0.296288 0.882887 -1.42 0.98 1.75 -0.104
O -2.372995 -0.501934 1.377800 0.95 0.21 -1.21 0.011
S 1.578520 1.010087 0.900214 -0.06 0.14 -0.08 0.681
S 1.284316 -1.922801 0.201931 -4.89 0.39 -1.77 0.768
H -0.898179 0.708677 -1.140019 -0.07 0.83 0.88 0.106
H -1.177136 -0.908951 -0.825626 -0.81 -2.06 -0.28 0.056
H 2.397336 -1.708595 0.644054 4.15 0.87 1.69 -0.225

=====

7
Properties=species:S:1:pos:R:3:forces:R:3:lowdin_charge:R:1 method="wB97M-V/def2-TZVPD" homo_lumo_gap_ev=11.23 multiplicity=1 lumo_energy_ev=-0.5 e_tot_ev=-98477.1244 smiles="N#CO[P@](=O)(Cl)Br" charge=0
C -0.996670 0.145378 -1.334870 0.05 -0.01 -0.05 -0.419
N -1.987330 -0.136326 -1.820375 -1.13 -0.31 -0.59 0.194
O -0.749571 0.085879 1.577339 0.01 0.07 0.04 -0.323
O 0.137108 0.467708 -0.831171 1.04 0.42 0.43 -0.198
P 0.423830 0.050734 0.728993 -0.15 -0.62 0.19 -0.185
Cl 1.867729 1.318247 1.154809 0.21 0.02 -0.06 0.451
Br 1.304904 -1.931620 0.525276 -0.03 0.43 0.03 0.480

=====

22
Properties=species:S:1:pos:R:3:forces:R:3:lowdin_charge:R:1 method="wB97M-V/def2-TZVPD" homo_lumo_gap_ev=10.00 multiplicity=1 lumo_energy_ev=-4.2 e_tot_ev=-31638.7775 charge=+1
C -1.639411 -0.358733 0.821207 1.60 1.39 -2.51 -0.140
C -1.106339 0.875242 1.471865 -0.96 2.91 -1.55 -0.254
C -1.206695 -0.548216 -0.644955 0.36 -2.87 1.02 -0.231
C -1.679874 -1.950699 -1.191269 0.32 0.93 -1.10 -0.017
C 2.481492 2.069211 -0.985710 1.61 0.02 -1.60 -0.045
O 0.300652 1.072102 1.543826 3.44 -3.94 -2.55 -0.212
O 0.349960 -0.383651 -0.814065 -0.69 -0.70 0.57 -0.212
O 2.500610 0.888073 -0.163993 -1.40 -2.39 2.41 -0.289
P 1.327675 -0.094546 0.335434 -0.86 5.21 1.61 0.579
S 2.108396 -1.819789 1.140834 -1.07 -0.01 -1.14 0.715
H -1.324984 -1.193167 1.314136 1.24 -2.50 1.69 0.094
H -2.681688 -0.488230 0.843190 -1.58 0.61 0.03 0.126
H -1.395701 1.822259 0.901716 -0.35 -1.31 0.40 0.153
H -1.546970 1.022939 2.433176 0.07 -0.21 0.97 0.120
H -1.504358 0.169731 -1.316870 -0.83 1.95 -1.14 0.116
H -1.011036 -2.766128 -0.866616 -0.28 0.38 -0.04 0.082
H -1.688709 -1.940748 -2.377435 -0.27 -0.10 2.64 0.133
H -2.693179 -2.113708 -0.711546 1.04 0.03 -1.02 0.105
H 2.531216 1.589704 -1.975359 0.30 0.91 -0.01 0.102
H 3.398677 2.745795 -0.788308 -1.57 -1.51 -0.02 0.141
H 1.577672 2.625406 -0.953781 -0.82 0.42 0.59 0.077
H 2.902595 -1.222843 1.984529 0.69 0.76 0.78 -0.141

=====

16
Properties=species:S:1:pos:R:3:forces:R:3:lowdin_charge:R:1 method="wB97M-V/def2-TZVPD" homo_lumo_gap_ev=12.40 multiplicity=1 lumo_energy_ev=-7.7 e_tot_ev=-10788.0748 charge=+2
Be -7.794000 -16.512000 4.404000 0.66 0.76 0.56 0.201
O -7.984000 -18.085000 4.470000 0.20 -1.65 -0.20 0.089
H -8.298000 -18.586000 5.258000 0.20 0.50 -0.47 0.176
H -7.354000 -18.700000 4.009000 -0.66 0.73 0.44 0.174
O -7.812000 -15.956000 6.105000 -1.63 0.84 0.97 0.073
H -8.697000 -15.643000 6.455000 1.02 -0.46 -0.68 0.161
H -7.246000 -15.707000 6.873000 0.22 -0.44 -0.95 0.158
O -6.458000 -15.865000 3.590000 1.00 1.01 -0.37 0.080
H -5.505000 -16.145000 3.557000 -1.22 -0.60 0.42 0.155
H -6.351000 -14.908000 3.385000 -0.65 -0.45 0.09 0.162
O -5.437000 -17.767000 5.186000 -0.46 -0.31 -1.04 -0.021
H -4.711000 -18.217000 4.737000 0.29 -0.09 0.40 0.093
H -5.072000 -17.213000 5.860000 0.81 0.21 0.76 0.061
O -9.110000 -15.787000 3.650000 1.03 -0.40 0.57 0.146
H -8.989000 -15.205000 2.902000 -0.08 0.40 -0.62 0.143
H -10.014000 -15.716000 3.951000 -0.71 -0.05 0.12 0.148